(1)
{
  "formula": "C39H54N2O2P2Ru",
  "method": "ωB97M-V with the def2-TZVPD basis set",
  "elements": ["Ru", "C", "C", "C", "C", "C", "C", "H", "H", "H", "C", "H", "H", "H", "C", "H", "H", "H", "C", "H", "H", "H", "C", "H", "H", "H", "C", "C", "C", "C", "C", "C", "C", "C", "H", "H", "H", "H", "H", "H", "H", "H", "H", "H", "H", "H", "P", "P", "C", "C", "H", "H", "H", "H", "C", "H", "H", "H", "C", "H", "H", "H", "C", "H", "H", "H", "C", "H", "H", "H", "O", "C", "N", "C", "C", "O", "N", "C", "C", "C", "C", "C", "C", "C", "C", "C", "C", "C", "C", "H", "H", "H", "H", "H", "H", "H", "H", "H", "H", "H"],
  "positions_angstrom": [[0.407, -1.430, 0.254], [-0.464, -3.242, 1.330], [0.911, -3.366, 0.878], [0.848, -1.891, 2.694], [-0.487, -2.344, 2.448], [1.717, -2.495, 1.722], [-1.614, -4.054, 0.864], [-1.396, -4.526, -0.099], [-2.515, -3.434, 0.765], [-1.843, -4.850, 1.590], [-1.712, -1.976, 3.162], [-2.589, -2.186, 2.544], [-1.710, -0.897, 3.390], [-1.814, -2.512, 4.113], [1.328, -0.978, 3.748], [1.467, -1.486, 4.713], [0.609, -0.172, 3.918], [2.285, -0.526, 3.461], [3.199, -2.440, 1.742], [3.601, -3.071, 2.550], [3.550, -1.416, 1.920], [3.618, -2.798, 0.797], [1.451, -4.385, -0.055], [1.821, -5.258, 0.508], [2.288, -3.965, -0.630], [0.672, -4.724, -0.748], [-1.855, -0.349, -6.552], [-1.766, -1.680, -6.600], [-0.785, -2.487, -7.403], [0.516, -1.761, -7.826], [1.331, -1.219, -6.686], [1.224, -0.036, -6.073], [0.276, 1.074, -6.422], [-0.983, 0.672, -7.228], [-1.275, -2.858, -8.321], [0.289, -1.017, -8.597], [-0.507, -3.385, -6.830], [-0.695, 0.399, -8.249], [-2.687, 0.104, -5.996], [-2.534, -2.284, -6.098], [-1.593, 1.586, -7.315], [-0.051, 1.571, -5.493], [1.954, 0.223, -5.293], [0.812, 1.846, -7.002], [1.143, -2.526, -8.313], [2.132, -1.903, -6.374], [-0.844, -1.251, -1.617], [1.900, 0.058, -0.582], [0.036, -0.037, -2.706], [0.911, 0.916, -1.902], [-0.729, 0.514, -3.270], [0.627, -0.604, -3.439], [1.627, 1.441, -2.549], [0.287, 1.672, -1.384], [2.658, 1.334, 0.451], [3.306, 0.851, 1.189], [1.887, 1.900, 0.982], [3.256, 2.033, -0.145], [3.239, -0.804, -1.459], [3.681, -0.138, -2.209], [2.838, -1.702, -1.942], [4.004, -1.099, -0.733], [-2.532, -0.634, -1.398], [-3.040, -1.303, -0.694], [-3.084, -0.619, -2.347], [-2.497, 0.376, -0.973], [-0.896, -2.809, -2.542], [0.102, -3.261, -2.527], [-1.208, -2.636, -3.579], [-1.600, -3.489, -2.053], [-0.907, 2.453, -0.021], [-0.908, 2.301, 1.195], [-0.732, 3.356, 2.105], [-0.794, 2.915, 3.453], [-1.123, 1.417, 3.198], [-1.508, 0.701, 4.144], [-0.994, 1.100, 1.897], [0.553, 2.994, 4.158], [0.666, 2.332, 5.384], [1.873, 2.343, 6.079], [2.965, 3.036, 5.552], [2.848, 3.691, 4.324], [1.646, 3.673, 3.607], [-1.966, 3.479, 4.240], [-1.826, 4.103, 5.481], [-2.963, 4.329, 6.258], [-4.229, 4.027, 5.764], [-4.368, 3.495, 4.478], [-3.235, 3.237, 3.706], [-0.922, 4.309, 1.814], [-0.204, 1.806, 5.790], [1.936, 1.811, 7.028], [3.910, 3.050, 6.099], [3.705, 4.225, 3.898], [1.548, 4.190, 2.644], [-0.834, 4.378, 5.848], [-2.835, 4.730, 7.262], [-5.117, 4.208, 6.373], [-5.347, 3.251, 4.062], [-3.341, 2.802, 2.703]],
  "mulliken_spin": [2.25, -0.12, 0.30, 0.18, 0.22, -0.05, 0.01, 0.00, 0.00, 0.00, 0.00, 0.00, 0.01, 0.01, -0.03, 0.02, 0.02, 0.00, 0.00, 0.00, 0.00, 0.00, 0.05, 0.01, -0.01, 0.00, 0.00, 0.00, 0.00, 0.00, 0.00, 0.00, 0.00, 0.00, 0.00, 0.00, 0.00, 0.00, 0.00, 0.00, 0.00, 0.00, 0.00, 0.00, 0.00, 0.00, -0.01, -0.02, 0.00, 0.04, 0.00, 0.00, 0.00, 0.00, 0.00, 0.00, 0.00, 0.00, 0.01, 0.00, -0.01, 0.01, 0.00, 0.01, 0.00, 0.00, 0.02, -0.01, 0.01, 0.00, 0.00, 0.04, 0.02, 0.17, 0.06, 0.02, 0.02, 0.27, 0.57, -0.17, 0.57, 0.50, -0.15, 0.01, 0.05, 0.01, 0.00, 0.00, 0.00, 0.00, 0.04, 0.00, 0.02, 0.02, 0.00, 0.00, 0.00, 0.00, 0.00, 0.00],
  "mol_weight_g_mol": 745.89,
  "homo_lumo_gap_ev": [3.54, 5.23],
  "s_squared": 8.82,
  "total_charge": 1,
  "spin_multiplicity": 6
}



(2)
{
  "formula": "C18H48CaO22PS6",
  "method": "ωB97M-V with the def2-TZVPD basis set",
  "elements": ["Ca", "P", "O", "O", "O", "O", "O", "S", "O", "O", "C", "C", "C", "H", "H", "H", "H", "H", "H", "H", "H", "O", "S", "O", "O", "C", "C", "C", "H", "H", "H", "H", "H", "H", "H", "H", "O", "S", "O", "O", "C", "C", "C", "H", "H", "H", "H", "H", "H", "H", "H", "O", "S", "O", "O", "C", "C", "C", "H", "H", "H", "H", "H", "H", "H", "H", "O", "S", "O", "O", "C", "C", "C", "H", "H", "H", "H", "H", "H", "H", "H", "O", "S", "O", "O", "C", "C", "C", "H", "H", "H", "H", "H", "H", "H", "H"],
  "positions_angstrom": [[0.693, -0.957, -2.527], [0.723, -3.973, -5.973], [1.670, -3.956, -4.722], [0.296, -5.358, -5.517], [1.982, -4.424, -6.698], [0.136, -2.589, -5.784], [-0.492, 1.017, 4.167], [-0.429, 2.082, 3.226], [-0.381, 1.861, 1.761], [-1.639, 3.133, 3.621], [-2.035, 4.135, 2.725], [-3.595, 4.107, 2.654], [1.014, 3.187, 3.605], [-1.664, 3.982, 1.711], [-1.700, 5.162, 2.872], [-4.001, 4.485, 3.592], [-3.934, 3.102, 2.401], [-3.927, 4.867, 1.946], [1.052, 3.387, 4.676], [1.046, 4.118, 3.039], [1.844, 2.520, 3.372], [5.876, -1.118, -0.269], [7.144, -1.167, 0.559], [7.777, 0.018, 1.209], [7.085, -2.372, 1.705], [8.266, -2.690, 2.480], [7.706, -2.750, 3.902], [8.549, -1.899, -0.451], [9.079, -1.976, 2.347], [8.748, -3.622, 2.185], [8.496, -2.792, 4.652], [6.986, -3.547, 4.091], [7.256, -1.782, 4.119], [8.377, -1.560, -1.472], [8.492, -2.974, -0.276], [9.427, -1.448, 0.011], [-5.993, -4.055, -0.088], [-4.903, -4.617, -0.895], [-3.582, -3.991, -0.922], [-4.661, -6.257, -0.542], [-5.771, -7.150, -0.797], [-5.365, -8.551, -0.355], [-5.369, -4.829, -2.677], [-6.025, -7.126, -1.857], [-6.637, -6.788, -0.243], [-6.253, -9.183, -0.380], [-4.971, -8.654, 0.656], [-4.601, -8.940, -1.027], [-5.320, -3.855, -3.164], [-6.363, -5.274, -2.714], [-4.553, -5.480, -2.992], [1.971, 4.475, -2.057], [2.371, 5.887, -2.099], [2.271, 6.675, -3.328], [1.706, 6.769, -0.838], [1.781, 8.234, -0.926], [1.908, 8.725, 0.455], [4.017, 5.932, -1.532], [0.923, 8.738, -1.371], [2.637, 8.529, -1.534], [0.937, 8.835, 0.938], [2.480, 9.653, 0.449], [2.438, 7.987, 1.057], [4.613, 5.157, -2.015], [3.924, 5.556, -0.513], [4.324, 6.967, -1.682], [-3.597, 4.447, -5.515], [-4.135, 4.154, -4.138], [-3.580, 3.121, -3.285], [-4.032, 5.529, -3.187], [-4.269, 6.832, -3.746], [-4.818, 7.714, -2.667], [-5.988, 4.025, -4.147], [-4.878, 6.875, -4.649], [-3.281, 7.162, -4.068], [-4.950, 8.726, -3.051], [-4.373, 7.605, -1.678], [-5.840, 7.482, -2.368], [-6.279, 3.034, -4.494], [-6.432, 4.787, -4.787], [-6.378, 4.195, -3.143], [1.043, -6.932, 0.453], [1.236, -6.132, 1.655], [1.296, -4.667, 1.610], [0.067, -6.644, 2.747], [-0.245, -5.954, 3.957], [-1.175, -7.055, 4.519], [2.581, -6.706, 2.717], [-0.820, -5.089, 3.626], [0.599, -5.722, 4.606], [-0.584, -7.929, 4.793], [-2.079, -7.281, 3.954], [-1.538, -6.731, 5.495], [2.497, -7.773, 2.920], [2.526, -6.126, 3.638], [3.568, -6.525, 2.291]],
  "mulliken_charge": [0.16, 0.82, -0.31, -0.59, -0.44, -0.57, -0.55, 1.07, -0.55, -0.29, -0.28, -1.21, -0.86, 0.42, 0.31, 0.32, 0.31, 0.36, 0.33, 0.26, 0.35, -0.53, 1.07, -0.60, -0.26, -0.22, -1.23, -0.90, 0.38, 0.31, 0.39, 0.29, 0.32, 0.39, 0.28, 0.32, -0.60, 1.05, -0.52, -0.25, -0.13, -1.30, -0.99, 0.29, 0.35, 0.37, 0.32, 0.32, 0.39, 0.33, 0.36, -0.54, 1.04, -0.60, -0.29, -0.15, -1.14, -0.86, 0.26, 0.33, 0.31, 0.33, 0.31, 0.40, 0.29, 0.29, -0.59, 1.10, -0.53, -0.30, -0.20, -1.22, -0.90, 0.34, 0.29, 0.36, 0.32, 0.33, 0.37, 0.31, 0.31, -0.57, 1.09, -0.57, -0.26, -0.14, -1.19, -0.90, 0.27, 0.30, 0.30, 0.28, 0.42, 0.30, 0.29, 0.37],
  "mol_weight_g_mol": 880.01,
  "homo_lumo_gap_ev": 3.43,
  "total_charge": -1
}



(3)
{
  "formula": "C4H5N3O",
  "method": "ωB97M-V with the def2-TZVPD basis set",
  "elements": ["C", "C", "C", "C", "H", "H", "H", "H", "H", "N", "N", "N", "O"],
  "positions_angstrom": [[-2.756, -0.703, -0.162], [-1.323, -0.270, 0.029], [0.601, 0.240, 0.148], [2.013, 0.260, -0.242], [-3.220, -0.039, -0.923], [-3.230, -0.875, 1.080], [-2.518, -1.682, -0.507], [2.276, 1.351, -0.471], [3.680, -0.606, -0.150], [-0.209, -0.927, 0.155], [-0.003, 1.371, 0.160], [-1.306, 1.097, -0.023], [2.803, -0.763, 0.036]],
  "mulliken_charge": [-0.78, 0.59, 0.37, -0.02, 0.28, 0.22, 0.28, 0.33, 0.35, -0.58, -0.30, -0.38, -0.36],
  "mol_weight_g_mol": 111.10,
  "homo_lumo_gap_ev": 7.95
}



(4)
{
  "formula": "C34H42INNbO3",
  "method": "ωB97M-V with the def2-TZVPD basis set",
  "elements": ["N", "C", "Nb", "C", "O", "O", "C", "C", "O", "I", "H", "H", "H", "H", "H", "H", "H", "H", "H", "H", "H", "H", "C", "C", "C", "C", "C", "C", "H", "H", "H", "H", "H", "H", "C", "C", "C", "C", "C", "C", "H", "H", "H", "H", "H", "H", "C", "C", "C", "C", "C", "C", "H", "H", "H", "H", "H", "H", "C", "C", "C", "C", "C", "C", "H", "H", "H", "H", "H", "H", "C", "C", "C", "C", "C", "C", "H", "H", "H", "H", "H", "H"],
  "positions_angstrom": [[3.320, -1.565, -1.509], [2.478, -1.395, -2.725], [0.888, 0.012, -1.986], [-0.849, -1.408, -2.484], [-1.127, -2.492, -1.611], [0.153, -2.893, -1.054], [-0.549, 1.751, -1.392], [-0.722, 1.785, 0.046], [-1.692, 1.429, 0.657], [0.948, 2.603, 1.226], [2.742, -2.016, -0.807], [3.479, -0.641, -1.119], [3.077, -0.967, -3.511], [2.067, -2.339, -3.037], [0.961, -0.417, -0.207], [2.252, 1.212, -1.687], [0.749, 0.736, -3.675], [-1.780, -0.867, -2.568], [-0.640, -1.812, -3.477], [-0.035, -3.788, -0.769], [-0.124, 2.686, -1.716], [-1.536, 1.587, -1.790], [2.087, -7.716, -1.166], [0.800, -7.853, -1.667], [0.271, -6.873, -2.496], [1.030, -5.760, -2.828], [2.318, -5.624, -2.327], [2.844, -6.600, -1.494], [2.498, -8.478, -0.516], [0.209, -8.723, -1.411], [-0.735, -6.975, -2.882], [0.619, -4.994, -3.472], [2.907, -4.753, -2.584], [3.846, -6.490, -1.099], [4.822, -1.906, -7.398], [5.187, -0.722, -8.022], [5.605, 0.361, -7.263], [5.665, 0.257, -5.881], [5.303, -0.927, -5.257], [4.878, -2.008, -6.016], [4.489, -2.749, -7.990], [5.141, -0.642, -9.101], [5.882, 1.288, -7.749], [5.989, 1.102, -5.287], [5.345, -1.009, -4.179], [4.586, -2.928, -5.526], [-3.358, 4.303, 5.269], [-2.762, 3.520, 6.248], [-2.075, 2.368, 5.890], [-1.978, 2.003, 4.555], [-2.571, 2.785, 3.575], [-3.263, 3.932, 3.935], [-3.894, 5.202, 5.546], [-2.833, 3.808, 7.290], [-1.614, 1.753, 6.653], [-1.440, 1.108, 4.274], [-2.489, 2.496, 2.538], [-3.727, 4.544, 3.173], [-6.118, 8.663, 0.839], [-5.161, 8.325, -0.108], [-4.521, 7.096, -0.041], [-4.842, 6.202, 0.970], [-5.800, 6.538, 1.916], [-6.436, 7.770, 1.852], [-6.615, 9.623, 0.788], [-4.914, 9.021, -0.898], [-3.771, 6.834, -0.775], [-4.345, 5.243, 1.019], [-6.050, 5.839, 2.703], [-7.180, 8.034, 2.593], [-0.169, -3.489, 5.143], [0.070, -2.364, 4.368], [0.412, -1.165, 4.976], [0.521, -1.092, 6.357], [0.285, -2.219, 7.132], [-0.063, -3.417, 6.525], [-0.439, -4.424, 4.670], [-0.012, -2.416, 3.291], [0.592, -0.287, 4.371], [0.791, -0.156, 6.829], [0.371, -2.163, 8.210], [-0.251, -4.295, 7.130]],
  "mulliken_charge": [-0.67, -0.54, -0.37, -0.59, -0.36, -0.05, -1.27, 0.66, -0.59, -0.14, 0.30, 0.35, 0.48, 0.01, 0.09, -0.05, -0.02, 0.40, 0.25, 0.18, 0.60, 0.28, -0.29, -0.40, -0.36, -0.40, -0.15, -0.56, 0.36, 0.36, 0.38, 0.35, 0.33, 0.38, -0.43, -0.35, -0.37, -0.39, -0.39, -0.32, 0.35, 0.35, 0.35, 0.36, 0.46, 0.40, -0.54, -0.34, -0.35, -0.46, -0.52, 0.03, 0.37, 0.36, 0.38, 0.44, 0.46, 0.16, -0.38, -0.29, -0.57, -0.28, -0.42, -0.34, 0.35, 0.35, 0.37, 0.50, 0.39, 0.35, -0.42, -0.54, -0.48, -0.35, -0.40, -0.34, 0.36, 0.55, 0.53, 0.41, 0.35, 0.35],
  "mol_weight_g_mol": 732.52,
  "homo_lumo_gap_ev": 7.18,
  "total_charge": -1
}



(5)
{
  "formula": "C5H8O2",
  "method": "ωB97M-V with the def2-TZVPD basis set",
  "elements": ["O", "C", "C", "O", "C", "C", "C", "H", "H", "H", "H", "H", "H", "H", "H"],
  "positions_angstrom": [[-1.924, 1.226, -1.569], [-0.778, 1.255, -0.742], [-0.740, 0.060, 0.186], [-0.434, -1.179, -0.514], [0.575, -1.471, 0.451], [1.682, -0.476, 0.392], [0.416, -0.153, 1.151], [-1.893, 0.400, -2.070], [0.146, 1.293, -1.338], [-0.838, 2.176, -0.153], [-1.711, -0.045, 0.684], [0.646, -2.486, 0.830], [1.918, 0.012, -0.550], [2.538, -0.682, 1.029], [0.398, 0.071, 2.211]],
  "mulliken_charge": [-0.52, -0.51, 0.19, -0.43, -0.05, -0.67, -0.32, 0.33, 0.24, 0.29, 0.30, 0.38, 0.16, 0.26, 0.36],
  "mol_weight_g_mol": 100.12,
  "homo_lumo_gap_ev": 10.62
}



(6)
{
  "formula": "C2H6N5",
  "method": "ωB97M-V with the def2-TZVPD basis set",
  "elements": ["C", "C", "N", "N", "N", "N", "N", "H", "H", "H", "H", "H", "H"],
  "positions_angstrom": [[-0.767, 0.443, -0.041], [-0.433, -0.925, -0.341], [-3.370, -1.100, 0.434], [-1.665, 1.335, -0.076], [-3.222, -0.125, -0.061], [-2.924, 1.010, -0.366], [0.526, 1.102, 0.409], [-0.600, -1.739, 0.439], [0.530, -1.009, -0.862], [-0.998, -1.472, -1.198], [1.431, 0.934, -0.141], [0.932, 0.755, 1.290], [0.262, 2.077, 0.543]],
  "mulliken_charge": [0.68, -1.34, -0.26, -0.01, 0.82, -0.75, -0.32, 0.36, 0.33, 0.40, 0.40, 0.35, 0.35],
  "mol_weight_g_mol": 100.10,
  "homo_lumo_gap_ev": 9.89,
  "total_charge": 1
}



In order of appearance, max |F| = 5.453, 5.270, 7.456, 3.238, 0.372, 5.521 eV/A.